16
Properties=species:S:1:pos:R:3:lowdin_charge:R:1 method="wB97M-V/def2-TZVPD" relative_energy_kcal_mol=35.08 charge=-1 e_tot_ev=-16104.4764 lumo_ev=4.07
P -1.621 0.636 1.242 0.1105
N 2.258 -0.892 -1.671 -0.0555
C 0.325 -1.373 -0.063 -0.0927
C 1.484 -1.833 -0.949 -0.1788
C -0.154 0.101 0.133 -0.3479
C 1.850 0.454 -1.541 -0.2050
C 0.721 1.091 -0.725 -0.0747
H 0.516 2.214 -0.726 0.0775
H -0.896 1.780 1.786 -0.0855
H 1.754 -2.935 -1.035 0.0787
H -1.172 -0.221 2.342 -0.0841
H -0.254 -2.187 0.502 0.0733
H -2.820 0.982 2.017 -0.1183
H 2.482 1.204 -2.145 0.0767
H -2.092 1.462 0.143 -0.0868
H -2.380 -0.481 0.692 -0.0876

---

8
Properties=species:S:1:pos:R:3:lowdin_charge:R:1 method="wB97M-V/def2-TZVPD" relative_energy_kcal_mol=6.89 e_tot_ev=-28881.1484 lumo_ev=-1.75
S -0.207 1.384 -0.210 0.8042
S -0.263 -1.489 2.467 0.9196
O 0.938 -0.107 -2.019 -0.0351
O 0.912 -0.715 2.071 -0.4646
O -1.319 -1.343 1.535 -0.4273
C 0.102 0.734 -1.799 -0.6745
H 0.262 0.347 0.519 -0.1638
H -0.424 1.188 -2.563 0.0416

---

95
Properties=species:S:1:pos:R:3:lowdin_charge:R:1 method="wB97M-V/def2-TZVPD" relative_energy_kcal_mol=55.02 charge=-1 e_tot_ev=-160305.1161 lumo_ev=1.83
Se 2.001 -0.284 1.962 0.8148
Sc -0.153 -0.825 0.291 0.8309
S 2.763 -1.677 -1.134 0.8480
F -5.421 0.330 -7.539 0.1245
F -5.278 -1.802 -7.755 0.1195
F -6.804 -0.955 -6.508 0.1401
O -0.864 -1.923 1.694 -0.1511
O -2.409 -2.606 3.138 0.0927
O -7.419 -0.524 -0.436 -0.0427
O -7.295 -1.470 1.599 -0.0305
O -0.316 1.264 0.798 -0.1388
N 1.127 -0.894 -3.477 -0.1109
N 1.433 1.079 -1.534 -0.0937
N -2.539 -0.261 0.518 0.0286
N 0.499 2.495 2.473 0.0778
C -2.757 -0.078 -4.379 -0.0227
C -3.366 0.440 -0.261 -0.1512
C 0.601 4.949 2.422 -0.1639
C -3.629 0.077 -5.435 -0.0112
C -4.447 -1.377 1.434 0.0665
C 3.399 -2.537 3.186 -0.2917
C 3.491 -0.463 4.437 -0.3076
C -5.298 -0.673 0.593 -0.0758
C 4.349 -1.062 5.344 -0.0292
C 2.785 1.174 -1.013 -0.3132
C 0.508 3.677 3.285 -0.1609
C 3.070 0.960 4.654 -0.1039
C -1.019 -1.382 -1.635 -0.0600
C 3.648 -0.075 -1.214 -0.4401
C -4.734 0.257 -0.275 0.0054
C 2.899 -3.396 2.063 -0.0822
C -2.808 -1.216 -3.562 -0.2437
C -2.065 -1.976 2.157 -0.5491
C -0.477 2.166 1.638 -0.4428
C -5.510 -0.821 -6.847 -0.5820
C -1.559 4.372 1.125 -0.1603
C -3.078 -1.168 1.346 -0.1587
C 4.265 -3.097 4.117 -0.0250
C -1.877 -1.345 -2.504 -0.1538
C -4.577 -0.908 -5.684 -0.1294
C 1.801 -2.129 -3.747 -0.2837
C -4.662 -2.031 -4.866 -0.0021
C -3.787 -2.183 -3.813 -0.0009
C -0.099 4.826 1.066 -0.2034
C 1.296 1.451 -2.934 -0.1976
C 5.715 -3.007 6.161 -0.0622
C 3.020 -2.306 -2.835 -0.4357
C -6.860 -0.922 0.588 -0.7184
C -1.749 2.967 1.723 -0.0667
C 3.035 -1.199 3.335 -0.4471
C 1.756 0.333 -3.878 -0.2110
C 4.763 -2.376 5.189 -0.2856
H 3.898 -1.796 -3.230 0.0604
H 0.176 5.787 2.976 0.1106
H -4.852 -2.086 2.137 0.1264
H 6.001 -2.301 6.937 0.0673
H 1.982 1.012 4.699 0.0687
H 1.376 3.610 3.941 0.1184
H 2.718 1.347 0.064 0.0338
H 3.403 1.569 3.812 0.0626
H -2.042 3.028 2.772 0.1242
H 0.143 -0.922 -3.702 0.0732
H 2.142 -2.237 -4.798 0.1134
H 2.839 0.216 -3.816 0.0993
H 3.249 -3.366 -2.729 0.0649
H 2.515 -4.337 2.455 0.0851
H -1.938 4.368 0.102 0.1133
H 5.255 -3.874 6.633 0.0765
H 3.706 -3.610 1.361 0.0764
H 0.461 4.135 0.432 0.1084
H 4.163 -0.054 -2.170 0.0549
H -2.533 2.425 1.194 0.1045
H -2.151 5.094 1.690 0.1152
H 2.093 -2.909 1.510 -0.0004
H 1.297 1.845 2.488 0.0121
H 1.523 0.630 -4.917 0.1170
H 1.864 2.372 -3.168 0.1141
H -2.887 1.165 -0.913 0.1137
H 6.618 -3.342 5.653 0.0753
H 1.651 5.177 2.230 0.1087
H -5.373 0.801 -0.957 0.1136
H -5.414 -2.778 -5.073 0.1256
H 4.718 -0.485 6.183 0.1067
H 0.234 1.635 -3.107 0.1087
H 3.326 2.031 -1.459 0.1167
H 1.096 -2.937 -3.542 0.1142
H 4.392 -0.116 -0.418 0.0667
H -2.026 0.689 -4.167 0.1055
H 0.834 1.687 -0.986 0.0744
H -3.574 0.947 -6.072 0.1154
H -0.388 3.718 3.912 0.1205
H -0.061 5.803 0.579 0.1121
H -3.860 -3.044 -3.166 0.1233
H 4.572 -4.127 3.987 0.1189
H 3.484 1.359 5.578 0.0719

---

12
Properties=species:S:1:pos:R:3:lowdin_charge:R:1 method="wB97M-V/def2-TZVPD" relative_energy_kcal_mol=9.00 e_tot_ev=-77003.6978 lumo_ev=0.85
Br 1.670 -1.000 1.207 0.7023
F -1.354 1.022 -0.656 0.0174
C 0.852 1.796 -0.006 -0.0833
C 0.042 -0.742 0.195 -0.6519
C -0.099 0.690 -0.221 -0.3202
C -0.903 -1.742 -0.136 -0.1669
H -1.575 -1.950 0.726 0.0973
H 0.995 1.934 1.073 0.0805
H -0.451 -2.768 -0.378 0.1109
H -1.461 -1.369 -0.957 0.0670
H 1.746 1.380 -0.420 0.0564
H 0.538 2.750 -0.429 0.0904

---

Number 1: E_HOMO -3.43 eV, Kohn-Sham gap 7.50 eV. Number 2: E_HOMO -9.77 eV, Kohn-Sham gap 8.03 eV. Number 3: E_HOMO -5.29 eV, Kohn-Sham gap 7.11 eV. Number 4: E_HOMO -8.32 eV, Kohn-Sham gap 9.17 eV.